1.
Formula: C33H44ClF8N4O6P
Source: OMol25
Level of theory: ωB97M-V/def2-TZVPD

Atoms and positions in Å:
C1 3.9860 2.0120 -2.2571
C2 4.1403 0.8874 -1.2082
C3 3.2217 0.9498 0.0434
C4 3.2562 2.4142 0.4882
C5 1.8056 0.3899 -0.2082
O1 1.1705 1.3932 -0.9993
C6 1.7601 -0.8255 -1.1430
C7 2.7735 -1.9623 -0.9444
C8 2.5725 -3.0819 -1.7424
C9 3.4063 -4.1754 -1.6648
C10 4.4689 -4.1135 -0.7762
C11 4.6119 -2.9480 -0.0460
N1 3.8004 -1.8949 -0.1032
O2 0.5016 -1.4774 -1.2369
C12 -0.6778 -0.8754 -0.7206
C13 -1.3638 -0.1732 -1.9233
C14 -1.0349 -1.0041 -3.1389
O3 -1.4104 -2.0851 -3.3472
Cl1 0.0263 -0.1745 -4.3224
C15 -0.5112 -0.0011 0.5537
C16 -1.3471 1.2720 0.5286
C17 -2.8628 0.9555 0.6223
C18 -3.5538 1.7625 1.7208
C19 -5.0586 1.7537 1.5235
F1 -5.3886 1.7026 0.2272
F2 -5.5536 2.9252 1.9988
C20 -5.8041 0.5875 2.2807
F3 -6.6028 -0.0499 1.4406
F4 -6.5414 1.0868 3.2598
F5 -4.9390 -0.3091 2.7670
N2 0.9465 0.1362 1.0309
C21 1.0684 1.1229 2.1629
C22 2.0305 0.9215 3.3639
C23 3.5010 0.4686 3.3873
O4 3.7322 -0.6605 3.7350
N3 4.5473 1.3756 3.2777
C24 5.7089 1.1174 2.5141
C25 6.1539 -0.1362 2.1124
C26 7.2992 -0.2806 1.3336
C27 8.0478 0.8256 0.9418
C28 7.6242 2.0785 1.3697
C29 6.4798 2.2237 2.1455
P1 1.2989 -1.5263 1.8096
N4 0.5213 -1.8382 3.1179
H1 4.7787 2.7432 -2.1333
H2 3.0385 2.5346 -2.2320
H3 4.1098 1.6007 -3.2542
H4 4.1240 -0.0591 -1.7321
H5 5.1397 0.9771 -0.7928
H6 3.7228 0.3125 0.7670
H7 2.9518 2.5972 1.5110
H8 2.6393 3.0656 -0.1221
H9 4.2637 2.7939 0.3925
H10 0.8598 2.1152 -0.4428
H11 1.9771 -0.4112 -2.1265
H12 1.7588 -3.1203 -2.4489
H13 3.2640 -5.0489 -2.2789
H14 5.1658 -4.9240 -0.6535
H15 5.4477 -2.8766 0.6383
H16 -1.3457 -1.6935 -0.4730
H17 -0.9710 0.8185 -2.0991
H18 -2.4460 -0.1944 -1.8532
H19 -0.9750 -0.5746 1.3553
H20 -1.1607 1.9115 1.3899
H21 -1.1452 1.9253 -0.3111
H22 -3.2976 1.1476 -0.3485
H23 -2.9755 -0.1058 0.8415
H24 -3.3234 1.3182 2.6836
H25 -3.2140 2.7918 1.6759
H26 1.0858 2.1298 1.7698
H27 0.0966 1.0872 2.6452
H28 2.0275 1.8917 3.8692
H29 1.5518 0.2756 4.0857
H30 4.2743 2.3445 3.3099
H31 5.5955 -1.0212 2.3771
H32 7.6330 -1.2547 1.0147
H33 8.9193 0.7038 0.3220
H34 8.1788 2.9605 1.0865
H35 6.2005 3.2263 2.4441
H36 0.9790 -2.4780 0.8292
H37 2.6956 -1.5141 1.8569
H38 -0.1109 -1.1097 3.4285
C30 -7.2298 -0.2679 -2.1249
C31 -8.6975 0.1421 -2.0693
O5 -9.4802 -0.2915 -3.1442
C32 -9.9700 -1.6924 -3.1156
O6 -10.5000 -2.0522 -1.9950
C33 -8.8591 -2.6914 -3.5799
F6 -8.0555 -2.1909 -4.5697
F7 -9.4254 -3.7962 -4.1108
F8 -8.0247 -3.1315 -2.6167
H39 -6.8377 -0.1719 -3.1389
H40 -6.6391 0.3637 -1.4529
H41 -7.0893 -1.2971 -1.8042
H42 -8.7350 1.2376 -2.1190
H43 -9.1478 -0.1408 -1.1108
H44 -10.6346 -1.6756 -4.0152

Atoms 1-6, force components in eV/Å:
C 0.2 -0.2 0.1
C -0.1 0.4 -0.3
C 0.5 -0.2 0.1
C -0.3 0.2 0.3
C 0.5 1.5 -1.1
O -0.9 -0.6 0.3

Properties
Charge ... 0
LUMO ... -1.48 eV
Orbital gap ... 3.31 eV
HOMO ... -0.176 hartree

2.
Formula: C33H44CrF6N6O7S2Si
Source: OMol25
Level of theory: ωB97M-V/def2-TZVPD

Atoms and positions in Å:
Cr1 0.3687 -0.6100 -0.1660
O1 -0.2329 -1.5039 1.4215
C1 -0.8863 -1.0995 2.4838
C2 -1.0379 -1.9718 3.5652
C3 -1.7158 -1.6021 4.7256
C4 -2.2661 -0.3290 4.8294
C5 -2.1327 0.5563 3.7724
C6 -1.4556 0.2158 2.5828
C7 -1.3882 1.1512 1.5212
N1 -0.7110 0.9574 0.3755
N2 -0.8836 1.9245 -0.5699
C8 -0.2074 1.6640 -1.6456
O2 0.5423 0.5743 -1.7632
C9 -0.2539 2.5937 -2.7769
C10 0.5537 2.3856 -3.8986
C11 0.5059 3.2558 -4.9787
C12 -0.3502 4.3476 -4.9674
C13 -1.1645 4.5573 -3.8555
C14 -1.1195 3.6963 -2.7762
H1 -0.6031 -2.9596 3.4644
H2 -1.8089 -2.3077 5.5441
H3 -2.7957 -0.0292 5.7270
H4 -2.5635 1.5506 3.8438
H5 -1.9357 2.0863 1.6007
H6 1.2217 1.5340 -3.9109
H7 1.1443 3.0772 -5.8366
H8 -0.3892 5.0245 -5.8126
H9 -1.8457 5.4008 -3.8378
H10 -1.7512 3.8475 -1.9114
C15 -0.1291 -6.0282 -0.4855
N3 0.0569 -4.8310 -1.2862
C16 -0.3173 -4.8251 -2.5892
C17 -0.1958 -3.7221 -3.3384
C18 0.2508 -2.5289 -2.6799
N4 0.6087 -2.5072 -1.3961
C19 0.6192 -3.6877 -0.6774
O3 1.0715 -3.7926 0.4407
N5 0.3284 -1.4077 -3.4050
H11 0.5155 -6.8359 -0.8400
H12 -1.1714 -6.3460 -0.5333
H13 0.1348 -5.7858 0.5384
H14 -0.7256 -5.7514 -2.9728
H15 -0.5272 -3.6922 -4.3644
H16 -0.2686 -1.3820 -4.2167
H17 0.4404 -0.5214 -2.8880
F1 -5.1181 0.1363 -2.8825
C20 -3.9306 0.2135 -2.2734
F2 -4.0788 0.9161 -1.1533
F3 -3.0889 0.8609 -3.0809
S1 -3.2813 -1.4687 -1.8647
O4 -2.1097 -1.1807 -1.0918
O5 -4.3810 -2.1624 -1.2589
N6 -2.8444 -2.0464 -3.2769
S2 -3.7526 -3.0021 -4.1380
O6 -5.1372 -2.6428 -4.2290
O7 -3.0410 -3.3015 -5.3519
C21 -3.7696 -4.6553 -3.2272
F4 -4.9781 -4.9291 -2.7426
F5 -2.8902 -4.7088 -2.2269
F6 -3.4494 -5.6405 -4.0847
C22 4.2756 2.3178 1.5830
C23 2.8738 1.7142 1.4026
C24 2.2108 1.6241 2.7859
C25 2.0564 2.7554 0.6220
Si1 2.8132 -0.0637 0.5435
C26 4.0227 0.0105 -1.0216
C27 3.7242 -1.1824 -1.9428
C28 5.5244 0.0042 -0.7016
C29 3.7612 1.2648 -1.8674
C30 3.6523 -1.3202 1.8287
C31 4.8462 -0.7573 2.6148
C32 4.1574 -2.5980 1.1404
C33 2.6028 -1.7773 2.8569
H18 4.1894 3.2400 2.1758
H19 4.7183 2.5972 0.6249
H20 4.9746 1.6608 2.0986
H21 2.0890 2.6372 3.1945
H22 2.8026 1.0519 3.5013
H23 1.2168 1.1738 2.7294
H24 2.2098 3.7424 1.0825
H25 0.9947 2.5400 0.6669
H26 2.3354 2.8371 -0.4273
H27 3.8087 -2.1452 -1.4390
H28 4.4295 -1.1789 -2.7873
H29 2.7162 -1.1103 -2.3538
H30 5.8538 -0.9206 -0.2294
H31 5.8133 0.8313 -0.0520
H32 6.0898 0.1094 -1.6397
H33 2.7010 1.3810 -2.0903
H34 4.3047 1.1774 -2.8199
H35 4.1129 2.1742 -1.3776
H36 5.6375 -0.3637 1.9740
H37 5.2824 -1.5684 3.2157
H38 4.5491 0.0298 3.3090
H39 5.0263 -2.4259 0.5031
H40 3.3777 -3.0725 0.5542
H41 4.4632 -3.3148 1.9164
H42 2.1002 -0.9512 3.3596
H43 3.0993 -2.3850 3.6288
H44 1.8312 -2.3770 2.3824

Atoms 1-6, force components in eV/Å:
Cr 0.4 0.3 0.3
O -0.2 -0.2 0.2
C 0.2 0.2 -0.3
C -0.1 -0.1 0.2
C 0.1 0.0 -0.1
C 0.0 0.0 0.0

Properties
Spin multiplicity ... 5
Charge ... -2
⟨S²⟩ ... 6.1830
LUMO (alpha / beta) ... 4.30 / 4.30 eV
Orbital gap (alpha / beta) ... 3.80 / 6.38 eV
HOMO (alpha / beta) ... 0.018 / -0.076 hartree

3.
Formula: C33H44CsF5N8O5S
Source: OMol25
Level of theory: ωB97M-V/def2-TZVPD

Atoms and positions in Å:
Cs1 -0.9085 0.1201 0.2881
C1 7.0949 -1.8924 1.5868
C2 6.0542 -2.6024 2.4632
C3 6.3705 -2.3075 3.9291
C4 6.1501 -4.1176 2.2422
C5 4.6620 -2.1222 2.0658
C6 4.1866 -2.3315 0.7733
C7 2.9290 -1.8710 0.4171
N1 2.1311 -1.2086 1.2517
C8 2.5671 -1.0171 2.4934
C9 3.8124 -1.4552 2.9388
C10 1.6370 -0.2967 3.4086
C11 1.4814 -0.7052 4.7295
C12 0.5476 -0.0762 5.5363
C13 -0.1451 0.9919 4.9730
C14 0.0677 1.3276 3.6479
N2 0.9344 0.6894 2.8624
C15 0.2203 -0.5424 6.9500
C16 1.0401 -1.7667 7.3552
C17 -1.2671 -0.9192 7.0104
C18 0.5059 0.5955 7.9389
H1 8.1020 -2.2289 1.8474
H2 7.0458 -0.8111 1.7279
H3 6.9292 -2.0986 0.5291
H4 7.3716 -2.6736 4.1674
H5 5.6638 -2.8018 4.5986
H6 6.3480 -1.2365 4.1385
H7 7.1444 -4.4756 2.5223
H8 5.9773 -4.3807 1.1986
H9 5.4101 -4.6446 2.8472
H10 4.7767 -2.8468 0.0260
H11 2.5442 -2.0441 -0.5832
H12 4.1044 -1.2428 3.9575
H13 2.0352 -1.5638 5.0807
H14 -0.8919 1.5366 5.5359
H15 -0.4898 2.1281 3.1717
H16 0.8530 -2.6061 6.6834
H17 0.7602 -2.0734 8.3655
H18 2.1119 -1.5543 7.3561
H19 -1.4982 -1.7015 6.2861
H20 -1.9071 -0.0643 6.7915
H21 -1.5183 -1.2808 8.0114
H22 1.5611 0.8759 7.9164
H23 0.2529 0.2834 8.9555
H24 -0.0816 1.4829 7.7005
C19 -1.3990 -5.2976 -0.8721
N3 -0.8194 -4.6975 -2.0588
C20 -0.1631 -5.6628 -2.9246
C21 -0.1905 -3.4635 -1.8766
N4 0.0056 -2.8492 -0.7827
N5 0.1834 -2.8762 -3.0950
C22 1.0378 -1.7377 -3.0672
N6 0.3919 -0.5502 -3.3157
N7 2.2844 -1.9088 -2.8955
H25 -2.0528 -6.1142 -1.1813
H26 -1.9877 -4.5688 -0.3205
H27 -0.6365 -5.7065 -0.1940
H28 -0.8972 -6.3899 -3.2782
H29 0.6284 -6.2087 -2.3913
H30 0.2828 -5.1609 -3.7773
H31 -0.2304 -3.3973 0.0393
H32 -0.5802 -2.8145 -3.7530
H33 -0.5590 -0.4751 -2.9900
H34 0.9482 0.2875 -3.1693
H35 2.7346 -0.9961 -2.8146
O1 1.3673 8.2191 0.7922
C23 0.4989 7.6180 0.1242
O2 -0.2447 8.0427 -0.7802
C24 0.3206 6.1202 0.4832
C25 1.0709 5.5395 1.5045
C26 0.8890 4.1988 1.7908
N8 0.0406 3.4034 1.1336
C27 -0.6707 3.9575 0.1424
C28 -0.5643 5.3010 -0.2023
C29 -1.5184 2.9417 -0.6120
O3 -2.5845 2.5709 -0.0872
O4 -0.9603 2.4507 -1.6316
H36 1.7745 6.1562 2.0479
H37 1.4549 3.7237 2.5911
H38 -1.1485 5.7227 -1.0099
C30 2.1009 3.5850 -1.5736
S1 2.2007 1.8616 -1.1380
C31 3.6480 1.9530 -0.0866
O5 2.6571 1.1551 -2.3917
H39 2.0017 4.1892 -0.6712
H40 1.1971 3.6942 -2.1700
H41 2.9958 3.8520 -2.1365
H42 3.4132 2.5488 0.7956
H43 4.4770 2.3854 -0.6485
H44 3.8842 0.9324 0.2145
F1 -3.2670 -2.2872 3.2019
C32 -2.2648 -2.6298 2.2597
F2 -2.9266 -3.6340 1.4720
C33 -1.3212 -3.4853 3.0909
F3 -0.3723 -4.0560 2.3026
F4 -1.8643 -4.5206 3.7980
F5 -0.6597 -2.7393 4.0085

Atoms 1-6, force components in eV/Å:
Cs 0.1 -0.4 0.3
C 0.0 0.0 0.0
C 0.0 0.0 0.0
C 0.0 0.0 0.0
C 0.0 0.0 0.0
C 0.0 0.0 0.0

Properties
Charge ... -2
LUMO ... 3.29 eV
Orbital gap ... 6.03 eV
HOMO ... -0.101 hartree
ΔE to the lowest compared entry with this formula, charge and spin ... 0.507 eV

Q: Which molar mass values were calculated for the entries above? A: 811.1 895.0 892.7, in u.